1.
The following is a quantum chemistry calculation of 3 unconnected molecules or ions with the total composition C15H35FN4O6S in a non-equilibrium geometry, from the Open Molecules 2025 dataset.

E, hartree: -1760.8244
HOMO-LUMO gap, eV: 9.0571
HOMO level, eV: -8.501
2S+1: 1
SMILES string: C#CN(CN)S(=O)(=O)F.COCCNCCOC.COCCNCCOC

Each line ends with the natural charge from an NBO analysis.
Element x y z (Å)
S (1.7335, 2.4968, -5.7073)  2.5388
F (0.4312, 2.2854, -4.8956)  -0.4577
O (-2.5583, 1.2231, 1.3747)  -0.5552
O (-0.7515, 3.9724, -1.7454)  -0.5464
O (2.7711, 2.7862, -4.8050)  -0.8952
O (-1.7476, -3.3633, 3.0415)  -0.5470
O (1.9294, 1.3549, -6.5060)  -0.9078
O (1.7865, -3.2248, 5.9071)  -0.5538
N (2.0935, 4.9869, -8.6539)  -0.8066
N (0.2608, -5.3375, 4.4371)  -0.6244
N (-1.4106, 0.9277, -1.3723)  -0.6258
N (1.3203, 3.8232, -6.6456)  -0.6806
C (2.3377, -4.4294, 5.3874)  -0.0700
C (-0.7908, 0.5073, -0.1211)  -0.2425
C (-0.5842, -5.5362, 3.2609)  -0.2489
C (-0.9174, -4.3170, 2.4029)  -0.0842
C (-1.4271, 4.0531, -0.5033)  -0.2443
C (-1.8311, 0.0939, 0.9018)  -0.0706
C (1.7744, 4.9749, -6.0487)  0.1156
C (-1.0717, -2.4258, 3.8614)  -0.2482
C (2.0000, 5.9366, -5.3759)  -0.2135
C (-0.4920, 1.5747, -2.3096)  -0.2486
C (1.0866, -3.3906, 7.1260)  -0.2443
C (0.1556, 2.8898, -1.8722)  -0.0867
C (-3.9054, 1.2606, 0.9428)  -0.2442
C (1.6078, -4.8681, 4.1329)  -0.2429
C (1.8367, 3.6879, -8.0450)  -0.0515
H (0.8640, -2.3991, 7.5175)  0.1933
H (-1.6572, 5.1030, -0.3179)  0.1867
H (1.5938, -4.0122, 3.4460)  0.1677
H (-0.1275, -0.3402, -0.3186)  0.1911
H (-0.1919, -4.6654, 5.0414)  0.3511
H (0.8502, 3.1841, -2.6603)  0.1950
H (-4.4084, 2.0531, 1.4952)  0.1915
H (1.6952, -3.9234, 7.8620)  0.1710
H (-0.0244, -3.8365, 1.9864)  0.1612
H (2.1760, 4.7968, -9.6463)  0.3695
H (-1.5277, -5.9548, 3.6198)  0.2037
H (-1.4933, -4.6774, 1.5461)  0.1910
H (2.3501, -5.2248, 6.1381)  0.1768
H (3.0376, 5.2521, -8.3906)  0.3596
H (-0.1239, -6.2998, 2.6260)  0.1908
H (-3.9792, 1.4871, -0.1260)  0.1581
H (1.0491, 3.2136, -8.6258)  0.2015
H (-0.8173, 3.6817, 0.3236)  0.1728
H (3.3754, -4.2094, 5.1211)  0.1844
H (-0.0707, -2.1943, 3.4892)  0.1729
H (-4.4145, 0.3160, 1.1539)  0.1725
H (0.2949, 0.8635, -2.5788)  0.1914
H (2.7100, 3.0384, -8.1276)  0.1869
H (-2.1587, 1.5752, -1.1656)  0.3507
H (-1.0618, 1.7681, -3.2183)  0.2038
H (2.1689, -5.6780, 3.6577)  0.1925
H (-2.3774, 3.5140, -0.5397)  0.1573
H (0.1405, -3.9215, 6.9779)  0.1583
H (-1.3130, -0.3275, 1.7673)  0.1823
H (-0.1940, 1.3132, 0.3255)  0.1674
H (0.7599, 2.7809, -0.9643)  0.1619
H (2.4118, 6.7510, -4.8497)  0.2419
H (-1.6595, -1.5069, 3.8671)  0.1892
H (-2.4940, -0.6801, 0.5052)  0.1799
H (-1.0201, -2.7833, 4.8929)  0.1605

2.
The following is a quantum chemistry calculation of 3 unconnected molecules or ions with the total composition C15H35INO6P in a non-equilibrium geometry, from the Open Molecules 2025 dataset.

E, hartree: -1737.6455
HOMO-LUMO gap, eV: 8.4806
HOMO level, eV: -7.989
2S+1: 1
SMILES string: CO[C@@H](COCP(O)I)N(C)C(C)=O.CCOCC.CCOCC

Each line ends with the natural charge from an NBO analysis.
Element x y z (Å)
I (-4.9450, 5.1517, 4.4330)  -0.1633
P (-3.0566, 3.8422, 3.5801)  0.8530
O (-0.6941, 5.4142, 1.8516)  -0.5803
O (-0.2196, 1.8178, 2.9389)  -0.5485
O (-0.9986, -5.1240, -2.2043)  -0.5374
O (2.2465, -0.5747, -1.2742)  -0.5431
O (-2.6463, 2.6667, 4.7662)  -0.9760
O (-2.6089, 1.7115, 1.9776)  -0.5296
N (0.4726, 3.4915, 1.3016)  -0.5303
C (0.1216, 0.4508, 3.2046)  -0.2661
C (0.6835, 4.6790, 3.7312)  -0.7030
C (2.3463, -1.7533, -2.0610)  -0.0634
C (-0.1135, 2.1579, 1.5352)  0.2636
C (2.5970, -3.0064, -1.2406)  -0.6456
C (0.1065, 4.5224, 2.2490)  0.7123
C (4.6093, 0.0883, -1.4013)  -0.6446
C (-1.3231, -5.6055, -3.5003)  -0.0645
C (-0.5746, -4.8916, -4.6128)  -0.6442
C (3.4021, -0.2140, -0.5307)  -0.0645
C (-2.7913, -3.4535, -2.0328)  -0.6443
C (-1.3070, -3.7628, -1.9441)  -0.0637
C (-1.6080, 1.9354, 0.9403)  -0.1275
C (0.4835, 3.9271, -0.1050)  -0.4243
C (-3.5677, 2.7753, 2.0697)  -0.3804
H (-4.5978, 2.3320, 2.3327)  0.2058
H (1.3887, -1.8580, -2.5773)  0.1845
H (3.5940, -2.9970, -0.7929)  0.2020
H (-0.2098, 4.4610, 4.4189)  0.2314
H (-1.0446, -6.6622, -3.5122)  0.1875
H (-3.3688, -4.1554, -1.4264)  0.2156
H (2.5220, -3.8961, -1.8697)  0.2214
H (-0.5590, 4.2002, -0.5121)  0.1921
H (1.1063, 4.8760, -0.2671)  0.2295
H (0.3053, -0.2076, 2.3026)  0.1862
H (3.6339, -0.9831, 0.2128)  0.1624
H (4.3520, 0.8060, -2.1842)  0.2139
H (1.0856, 5.7120, 3.9515)  0.2497
H (0.5736, 1.4206, 0.9776)  0.1795
H (-1.5604, 0.9321, 0.3756)  0.1906
H (-0.9041, -3.8544, -4.7138)  0.2016
H (1.0067, 0.4139, 3.9276)  0.1855
H (0.8750, 3.0971, -0.7748)  0.2109
H (-3.7240, 3.3834, 1.1264)  0.2176
H (5.4223, 0.4984, -0.7976)  0.2177
H (-0.7567, -0.0277, 3.7739)  0.2004
H (-0.7262, -3.1066, -2.6011)  0.1559
H (-0.7462, -5.3903, -5.5696)  0.2171
H (1.8734, -3.0859, -0.4256)  0.2131
H (3.1374, 0.6888, 0.0266)  0.1836
H (-0.9681, -3.5611, -0.9247)  0.1862
H (4.9818, -0.8133, -1.8937)  0.2032
H (3.1076, -1.6313, -2.8384)  0.1620
H (-2.4047, -5.5658, -3.6633)  0.1613
H (1.4469, 3.8520, 3.9536)  0.2276
H (0.4990, -4.8754, -4.4088)  0.2112
H (-2.9909, -2.4370, -1.6864)  0.2163
H (-3.1548, -3.5333, -3.0604)  0.2016
H (-1.9241, 2.7028, 0.1710)  0.1941
H (-1.8856, 3.0189, 5.2775)  0.4968

3.
The following is a quantum chemistry calculation of 5 unconnected molecules or ions with the total composition C15H35N5O5 in a non-equilibrium geometry, from the Open Molecules 2025 dataset.

ΔE to the lowest compared entry with this formula, charge and spin, kJ/mol: 211.4
E, hartree: -1242.5208
HOMO-LUMO gap, eV: 9.4389
HOMO level, eV: -8.894
2S+1: 1
SMILES string: CN(C)C=O.CN(C)C=O.CN(C)C=O.CN(C)C=O.CN(C)C=O

Each line ends with the natural charge from an NBO analysis.
Element x y z (Å)
O (-10.9862, 35.9578, -2.4347)  -0.6430
O (-12.1271, 26.3204, 4.1633)  -0.6313
O (-6.5320, 28.4673, 2.9093)  -0.6290
O (-9.0089, 31.2857, -4.6066)  -0.6237
O (-11.0814, 30.8034, 2.0181)  -0.6472
N (-7.9558, 28.6825, 4.6784)  -0.4300
N (-9.2398, 35.7222, -0.9918)  -0.4262
N (-13.6955, 27.5811, 3.0965)  -0.4268
N (-9.7118, 33.2118, -5.5978)  -0.4306
N (-10.7708, 31.0179, -0.2184)  -0.4244
C (-11.0733, 32.4285, -0.2600)  -0.4219
C (-10.8174, 30.3265, 0.9304)  0.5338
C (-9.8946, 32.0353, -4.9482)  0.5330
C (-13.1569, 28.8610, 3.5189)  -0.4122
C (-8.8201, 29.6667, 4.0569)  -0.4183
C (-10.5460, 35.8497, -1.2998)  0.5300
C (-8.3655, 33.6817, -5.8506)  -0.4211
C (-6.9067, 28.1470, 4.0157)  0.5357
C (-14.9880, 27.6141, 2.4576)  -0.4004
C (-10.5192, 30.4295, -1.5187)  -0.4048
C (-8.7991, 35.4934, 0.3700)  -0.4084
C (-8.2378, 35.6373, -2.0281)  -0.4216
C (-8.3989, 28.1570, 5.9436)  -0.4058
C (-10.7404, 34.2430, -5.5682)  -0.4086
C (-13.1343, 26.4193, 3.4806)  0.5301
H (-15.7738, 27.9175, 3.1605)  0.1888
H (-7.7915, 34.6347, -2.0011)  0.1981
H (-12.1180, 28.8151, 3.8092)  0.2414
H (-13.7666, 29.2221, 4.3596)  0.1865
H (-13.3189, 29.5773, 2.7157)  0.2074
H (-10.5728, 29.2595, 0.7758)  0.1160
H (-7.5887, 27.6250, 6.4356)  0.2079
H (-10.9301, 32.9292, 0.6906)  0.2315
H (-8.6213, 29.0008, 6.6070)  0.1930
H (-8.6631, 35.9112, -2.9833)  0.2392
H (-15.2611, 26.6196, 2.1103)  0.2098
H (-7.9585, 36.1376, 0.6158)  0.2062
H (-7.8858, 34.0817, -4.9519)  0.1926
H (-10.7970, 34.7212, -6.5461)  0.1959
H (-8.3807, 34.4070, -6.6620)  0.2035
H (-8.3539, 30.0310, 3.1459)  0.2364
H (-12.0790, 32.6108, -0.6547)  0.1976
H (-9.3109, 27.5731, 5.8116)  0.2079
H (-7.7171, 32.8709, -6.1878)  0.2294
H (-13.6570, 25.5326, 3.0927)  0.1061
H (-8.9797, 30.5022, 4.7363)  0.1961
H (-8.5693, 34.4361, 0.5420)  0.1991
H (-14.9670, 28.3247, 1.6315)  0.1988
H (-7.4022, 36.2980, -1.7741)  0.1986
H (-9.7616, 29.1914, 3.7745)  0.2040
H (-10.9579, 31.7914, -4.7822)  0.1055
H (-9.7678, 30.9821, -2.0763)  0.2219
H (-11.4658, 30.4919, -2.0717)  0.1851
H (-11.6976, 33.7877, -5.3225)  0.2089
H (-9.6150, 35.7109, 1.0623)  0.2128
H (-10.2610, 29.3783, -1.4225)  0.2174
H (-10.3976, 32.8782, -0.9975)  0.1954
H (-6.3870, 27.3822, 4.6228)  0.1006
H (-10.5217, 35.0069, -4.8181)  0.2166
H (-11.2217, 35.8021, -0.4332)  0.1167

4.
The following is a quantum chemistry calculation of 5 unconnected molecules or ions with the total composition C15H35N5O5 in a non-equilibrium geometry, from the Open Molecules 2025 dataset.

ΔE to the lowest compared entry with this formula, charge and spin, kJ/mol: 49.1
E, hartree: -1242.5826
HOMO-LUMO gap, eV: 8.7907
HOMO level, eV: -8.589
2S+1: 1
SMILES string: CNC(C)=O.CNC(C)=O.CNC(C)=O.CNC(C)=O.CNC(C)=O

Each line ends with the natural charge from an NBO analysis.
Element x y z (Å)
O (0.4142, -1.1148, 0.5067)  -0.6838
O (-2.2044, -0.1995, 4.2950)  -0.6098
O (3.8602, -2.9022, 3.8249)  -0.6326
O (0.3870, -5.5999, -3.2394)  -0.6310
O (-0.9172, 3.1692, -1.7102)  -0.6680
N (2.8308, -1.9418, 2.0258)  -0.6408
N (-0.4389, 5.1434, -2.6972)  -0.5988
N (-0.7089, -4.7235, -5.0267)  -0.6166
N (0.2900, 0.7197, -0.8070)  -0.6137
N (-2.1327, 2.0563, 3.9001)  -0.6230
C (-0.8875, -5.9541, -5.7652)  -0.4235
C (0.2572, 0.1053, 0.3643)  0.6766
C (-0.8131, 4.3886, -1.6514)  0.6870
C (2.9390, -2.2576, 3.3407)  0.6740
C (-1.8167, 0.9179, 4.5534)  0.6754
C (-1.0640, 5.0996, -0.3469)  -0.7075
C (3.8418, -2.2109, 1.0428)  -0.4130
C (0.0831, -3.2444, -3.2517)  -0.7064
C (1.7632, -1.8290, 4.1985)  -0.7158
C (-0.8022, 1.0226, 5.7023)  -0.7130
C (-3.1348, 2.0824, 2.8485)  -0.4245
C (-0.2866, 4.4820, -3.9874)  -0.4217
C (-0.0854, -4.6395, -3.8279)  0.6701
C (0.1294, 0.9891, 1.5874)  -0.7051
C (0.4805, 0.0400, -2.0756)  -0.4152
H (1.4983, -0.7898, 3.9763)  0.2157
H (1.1384, -0.8234, -2.0118)  0.2200
H (0.8200, 0.7337, -2.8390)  0.2015
H (0.0080, 1.6836, -0.9496)  0.4344
H (3.6855, -1.4619, 0.2621)  0.1952
H (0.5710, 3.8098, -4.0024)  0.2109
H (1.0939, 1.3473, 1.9351)  0.2358
H (-0.0065, -6.2902, -6.3059)  0.2033
H (-0.1210, 5.2064, -4.7824)  0.2081
H (-0.6788, 6.1171, -2.7310)  0.4008
H (-1.1613, 3.8771, -4.2282)  0.2088
H (-1.8282, -5.8295, -6.2988)  0.2054
H (0.8509, -2.3615, 3.9086)  0.2366
H (1.8432, -2.0099, 1.7869)  0.4266
H (-2.0139, 2.9604, 4.3194)  0.3964
H (-0.2674, 0.0794, 5.7348)  0.2449
H (-2.7651, 1.4987, 1.9989)  0.2083
H (-1.1070, -6.7922, -5.0964)  0.2229
H (-1.0487, -3.8462, -5.3740)  0.3884
H (4.8448, -2.2072, 1.4568)  0.2231
H (-1.9248, 4.6490, 0.1388)  0.2385
H (-1.2109, 6.1798, -0.3954)  0.2157
H (-0.4358, 0.4383, 2.3359)  0.2427
H (-0.1513, 4.9760, 0.2421)  0.2434
H (1.1326, -3.0270, -3.4571)  0.2356
H (-1.3008, 1.2088, 6.6542)  0.2296
H (-3.2610, 3.0744, 2.4179)  0.1998
H (-0.4799, -0.3728, -2.4030)  0.1907
H (-4.1069, 1.6534, 3.0866)  0.2083
H (1.9125, -1.9495, 5.2647)  0.2337
H (-0.5269, 1.8272, 1.3245)  0.2047
H (3.7423, -3.1795, 0.5377)  0.1897
H (-0.6109, -2.5614, -3.7442)  0.1946
H (-0.0696, -3.2282, -2.1775)  0.2560
H (-0.0484, 1.8109, 5.6114)  0.2107